1.
The following is a DFT calculation (ωB97M-V with the def2-TZVPD basis set) of a single C17H23N3O5S molecule.

Atoms and positions in Å:
C: -4.270 -1.357 1.882
S: -4.810 -1.402 0.165
O: -6.079 -0.749 0.048
O: -4.711 -2.737 -0.340
N: -3.650 -0.494 -0.691
C: -2.618 -1.267 -1.339
C: -1.366 -1.387 -0.460
O: -1.432 -1.315 0.753
N: -0.224 -1.576 -1.137
C: 1.080 -1.575 -0.508
C: 1.976 -0.484 -1.109
C: 3.280 -0.389 -0.363
C: 3.484 0.538 0.562
C: 4.750 0.685 1.346
C: 5.895 -0.107 0.721
C: 5.409 -1.502 0.347
C: 4.333 -1.398 -0.730
C: -3.395 0.824 -0.353
C: -4.371 1.607 0.277
C: -4.122 2.924 0.619
C: -2.898 3.513 0.353
C: -1.938 2.744 -0.289
N: -0.645 3.308 -0.579
O: 0.184 2.583 -1.094
O: -0.453 4.468 -0.289
C: -2.174 1.427 -0.653
H: -4.759 -2.180 2.387
H: -3.192 -1.482 1.883
H: -4.559 -0.409 2.314
H: -3.041 -2.265 -1.482
H: -2.387 -0.834 -2.317
H: -0.240 -1.621 -2.144
H: 0.918 -1.388 0.556
H: 1.542 -2.560 -0.627
H: 2.168 -0.717 -2.159
H: 1.455 0.474 -1.057
H: 2.700 1.246 0.795
H: 5.015 1.743 1.413
H: 4.571 0.335 2.369
H: 6.733 -0.167 1.417
H: 6.241 0.404 -0.180
H: 6.239 -2.113 -0.012
H: 4.991 -1.986 1.233
H: 3.871 -2.376 -0.891
H: 4.791 -1.098 -1.678
H: -5.338 1.176 0.472
H: -4.898 3.498 1.102
H: -2.680 4.533 0.624
H: -1.378 0.903 -1.155

Output
Gap between HOMO and LUMO   8.35 eV
Multiplicity   1
HOMO   -8.9935 eV
Net charge   0

Need the natural (NBO) charges? In units of e they are: -0.884, 2.312, -0.936, -0.939, -0.672, -0.335, 0.670, -0.650, -0.602, -0.221, -0.428, 0.002, -0.175, -0.436, -0.392, -0.390, -0.437, 0.248, -0.244, -0.190, -0.227, 0.099, 0.520, -0.395, -0.366, -0.290, 0.255, 0.291, 0.244, 0.284, 0.213, 0.395, 0.237, 0.191, 0.196, 0.234, 0.203, 0.214, 0.207, 0.208, 0.196, 0.206, 0.196, 0.205, 0.209, 0.253, 0.225, 0.248, 0.246

2.
The following is a DFT calculation (ωB97M-V with the def2-TZVPD basis set) of a single C2H3FO2S molecule.

Atoms and positions in Å:
O: -2.397 1.084 0.868
S: -1.856 0.089 0.003
O: -2.669 -0.768 -0.814
C: -0.154 0.180 -0.620
C: -0.515 -0.796 0.672
F: -0.195 -2.150 0.484
H: 0.653 0.947 -0.398
H: -0.327 -0.482 -1.439
H: -0.080 -0.419 1.698

Output
Gap between HOMO and LUMO   11.33 eV
Multiplicity   1
HOMO   -10.8324 eV
Net charge   0

Need the natural (NBO) charges? In units of e they are: -0.877, 2.128, -0.891, -0.679, -0.110, -0.330, 0.275, 0.267, 0.218

The records above give, respectively, energy relative to the best compared isomer or geometry (same formula, charge and spin) values of 89.44, 67.77 kcal/mol.
The records above give, respectively, molar mass values of 381.45, 110.11 g mol⁻¹.
The records above give, respectively, LUMO energy values of -0.64, 0.49 eV.